Record 1
{
  "formula": "C34H55Br2CaCl4F2Mg2N3O9",
  "method": "ωB97M-V with the def2-TZVPD basis set",
  "species": ["C", "C", "O", "C", "O", "C", "C", "C", "C", "C", "O", "C", "C", "C", "C", "C", "C", "C", "C", "C", "C", "C", "O", "N", "C", "C", "C", "C", "C", "C", "N", "C", "C", "C", "N", "C", "C", "C", "C", "F", "H", "H", "H", "H", "H", "H", "H", "H", "H", "H", "H", "H", "H", "H", "H", "H", "H", "H", "H", "H", "H", "H", "H", "H", "H", "H", "H", "H", "H", "H", "H", "H", "H", "H", "H", "H", "H", "H", "H", "H", "H", "H", "H", "H", "H", "H", "H", "H", "H", "F", "Mg", "Br", "O", "Cl", "O", "O", "O", "Ca", "O", "H", "H", "Br", "Cl", "C", "C", "Cl", "H", "H", "H", "H", "Cl", "Mg"],
  "xyz": [[-0.574, 3.026, 5.781], [-1.079, 2.584, 4.397], [-1.066, 3.641, 3.437], [-0.066, 3.519, 2.540], [1.033, 3.141, 2.820], [-0.525, 3.846, 1.134], [0.631, 4.111, 0.169], [0.567, 3.388, -1.194], [0.114, 1.952, -1.145], [0.837, 1.091, -0.294], [1.869, 1.618, 0.350], [2.771, 0.718, 1.007], [3.612, -0.104, 0.034], [4.791, 0.753, -0.422], [4.239, -1.309, 0.735], [5.305, -2.052, -0.115], [3.130, -2.351, 1.187], [0.441, -0.233, -0.216], [-0.628, -0.689, -0.958], [-0.981, -2.156, -0.835], [-2.084, -2.424, 0.207], [-1.491, -2.594, 1.578], [-0.309, -2.452, 1.770], [-2.353, -2.922, 2.683], [-1.596, -2.915, 3.889], [-0.844, -4.023, 4.289], [-0.090, -3.994, 5.440], [-0.047, -2.859, 6.253], [-0.826, -1.780, 5.868], [-1.584, -1.805, 4.711], [-1.310, 0.150, -1.775], [-2.429, -0.452, -2.497], [-2.069, -1.288, -3.748], [-0.623, -1.240, -4.310], [0.189, -2.422, -3.995], [-0.944, 1.452, -1.885], [-1.713, 2.314, -2.846], [-3.145, 2.809, -2.403], [-3.632, 2.352, -1.038], [-3.291, 3.306, -0.085], [-1.090, 3.919, 6.103], [0.493, 3.210, 5.813], [-0.794, 2.279, 6.546], [-0.556, 1.687, 4.049], [-2.131, 2.307, 4.522], [-1.181, 3.029, 0.844], [-1.133, 4.752, 1.218], [1.594, 3.921, 0.632], [0.646, 5.215, -0.078], [1.589, 3.373, -1.589], [-0.004, 4.012, -1.877], [3.441, 1.352, 1.586], [2.277, 0.093, 1.750], [2.980, -0.405, -0.804], [5.244, 0.325, -1.308], [5.544, 0.816, 0.372], [4.379, 1.848, -0.595], [4.741, -0.970, 1.645], [5.392, -1.681, -1.132], [6.260, -2.042, 0.403], [5.008, -3.096, -0.184], [3.676, -3.119, 1.753], [2.386, -1.923, 1.852], [2.676, -2.856, 0.340], [0.955, -0.944, 0.409], [-1.313, -2.583, -1.775], [-0.068, -2.677, -0.559], [-2.632, -3.327, -0.089], [-2.784, -1.584, 0.245], [-2.989, -2.128, 2.742], [-0.875, -4.899, 3.656], [0.488, -4.865, 5.712], [0.574, -2.850, 7.140], [-0.822, -0.903, 6.520], [-2.170, -0.912, 4.435], [-2.975, -1.111, -1.825], [-3.170, 0.275, -2.809], [-2.378, -2.308, -3.543], [-2.711, -0.946, -4.560], [-0.084, -0.323, -4.077], [-0.731, -1.264, -5.396], [-0.384, -3.248, -3.899], [0.780, -2.283, -3.189], [-1.131, 3.259, -3.212], [-1.883, 1.706, -3.733], [-3.141, 3.897, -2.404], [-3.890, 2.529, -3.145], [-4.723, 2.347, -1.073], [-3.333, 1.350, -0.740], [1.954, -3.889, 2.275], [-0.031, 6.833, -0.596], [0.013, 2.736, -4.578], [-4.128, -4.560, -0.642], [-4.817, -3.857, -1.706], [-3.808, -3.373, -2.646], [-5.497, -2.704, -1.157], [-5.730, -4.718, -2.375], [0.145, 0.548, 7.073], [-2.481, 4.899, -5.872], [-3.016, 4.501, -6.567], [-1.790, 4.254, -5.692], [4.533, 2.478, -2.392], [2.296, -0.015, -3.337], [2.936, -0.954, -4.726], [2.721, -2.432, -4.544], [3.722, -3.085, -3.222], [3.989, -0.706, -4.836], [2.409, -0.609, -5.614], [3.006, -2.956, -5.455], [1.680, -2.663, -4.323], [0.885, 4.311, 7.683], [-3.271, -0.004, 6.038]],
  "charge": 2,
  "e_tot_ev": -283946.7764,
  "homo_energy_ha": -0.4388
}


Record 2
{
  "formula": "C34H55F6NO28PS7",
  "method": "ωB97M-V with the def2-TZVPD basis set",
  "species": ["C", "C", "P", "S", "C", "C", "C", "O", "C", "C", "C", "C", "N", "C", "O", "C", "C", "F", "C", "C", "C", "C", "C", "C", "C", "F", "F", "C", "F", "F", "F", "C", "O", "C", "O", "H", "H", "H", "H", "H", "H", "H", "H", "H", "H", "H", "H", "H", "H", "H", "H", "H", "H", "H", "H", "H", "H", "H", "H", "H", "H", "H", "H", "H", "H", "H", "C", "C", "O", "S", "O", "O", "O", "H", "H", "H", "H", "C", "C", "O", "S", "O", "O", "O", "H", "H", "H", "H", "C", "C", "O", "S", "O", "O", "O", "H", "H", "H", "H", "C", "C", "O", "S", "O", "O", "O", "H", "H", "H", "H", "C", "C", "O", "S", "O", "O", "O", "H", "H", "H", "H", "C", "C", "O", "S", "O", "O", "O", "H", "H", "H", "H"],
  "xyz": [[3.638, -3.698, -1.593], [2.913, -3.343, -0.685], [1.778, -2.559, 0.678], [0.132, -2.748, -0.832], [0.677, -1.808, 2.034], [-0.839, -2.027, 1.970], [-1.421, -1.391, 3.265], [-1.234, -3.384, 1.961], [1.639, -4.332, 1.391], [1.270, -5.431, 0.612], [1.170, -6.657, 1.271], [1.441, -6.734, 2.624], [1.836, -5.726, 3.404], [1.914, -4.562, 2.731], [3.269, -2.372, 1.546], [3.886, -1.126, 1.467], [3.996, -0.612, 2.910], [2.768, -0.243, 3.458], [5.014, 0.530, 3.152], [4.411, 1.764, 3.849], [3.174, -0.270, 0.356], [2.684, 1.148, 0.696], [3.762, 2.272, 0.665], [3.668, 3.193, -0.571], [2.640, 4.297, -0.451], [2.676, 5.018, -1.618], [1.382, 3.824, -0.345], [2.896, 5.331, 0.673], [4.181, 5.643, 0.782], [2.244, 6.473, 0.373], [2.411, 4.923, 1.846], [4.002, -0.296, -1.002], [3.205, -0.544, -2.129], [3.031, 0.555, -2.978], [1.975, -0.953, 0.039], [4.023, -4.170, -2.467], [0.699, -3.558, -1.734], [0.830, -0.731, 1.993], [0.986, -2.099, 3.042], [-1.323, -1.483, 1.158], [-1.121, -0.348, 3.383], [-0.989, -1.963, 4.096], [-2.502, -1.543, 3.318], [-0.940, -3.800, 2.778], [1.065, -5.374, -0.445], [0.865, -7.543, 0.730], [1.325, -7.700, 3.112], [2.236, -3.709, 3.323], [4.938, -1.241, 1.155], [4.337, -1.472, 3.489], [5.770, 0.158, 3.851], [5.567, 0.806, 2.253], [5.113, 2.599, 3.827], [3.474, 2.082, 3.395], [4.180, 1.510, 4.884], [1.948, 1.389, -0.075], [2.147, 1.176, 1.645], [3.682, 2.910, 1.543], [4.743, 1.803, 0.614], [4.641, 3.680, -0.687], [3.467, 2.661, -1.498], [4.692, -1.139, -0.913], [4.607, 0.613, -1.122], [2.774, 0.220, -3.983], [2.211, 1.207, -2.634], [3.932, 1.183, -3.058], [3.971, 3.496, -7.709], [4.446, 3.223, -6.299], [3.987, 1.894, -6.014], [3.999, 1.024, -7.360], [5.195, 0.263, -7.417], [2.724, 0.425, -7.519], [4.140, 2.245, -8.393], [2.912, 3.758, -7.726], [4.543, 4.267, -8.194], [4.039, 3.925, -5.575], [5.537, 3.227, -6.236], [-2.408, 3.990, 4.378], [-1.392, 3.032, 3.789], [-1.033, 2.183, 4.888], [-2.288, 1.978, 5.852], [-2.941, 0.761, 5.518], [-1.895, 2.287, 7.177], [-3.187, 3.183, 5.277], [-1.925, 4.780, 4.956], [-3.050, 4.433, 3.622], [-0.510, 3.535, 3.402], [-1.830, 2.411, 3.005], [-6.352, 0.293, 6.133], [-6.425, 1.803, 6.068], [-7.779, 2.081, 5.667], [-8.751, 0.962, 6.271], [-9.347, 1.456, 7.460], [-9.540, 0.444, 5.208], [-7.630, -0.101, 6.669], [-6.243, -0.146, 5.140], [-5.550, -0.061, 6.773], [-5.724, 2.225, 5.355], [-6.263, 2.254, 7.050], [-2.338, -10.251, -0.441], [-3.607, -10.165, 0.384], [-3.206, -9.503, 1.585], [-2.035, -8.445, 1.254], [-2.612, -7.163, 1.105], [-0.962, -8.706, 2.137], [-1.670, -9.010, -0.208], [-1.692, -11.062, -0.097], [-2.537, -10.371, -1.503], [-4.023, -11.142, 0.616], [-4.364, -9.553, -0.112], [-11.490, 2.050, 3.228], [-10.280, 2.462, 2.421], [-10.755, 2.501, 1.066], [-12.291, 2.956, 1.047], [-12.362, 4.348, 0.777], [-13.027, 2.014, 0.285], [-12.591, 2.732, 2.604], [-11.666, 0.975, 3.160], [-11.411, 2.337, 4.272], [-9.457, 1.760, 2.515], [-9.939, 3.463, 2.695], [5.566, 3.507, -12.614], [4.211, 3.612, -13.282], [3.385, 4.257, -12.303], [4.265, 5.285, -11.450], [4.102, 6.592, -11.973], [4.063, 4.998, -10.073], [5.704, 4.738, -11.889], [5.599, 2.681, -11.902], [6.378, 3.403, -13.329], [3.794, 2.643, -13.542], [4.248, 4.245, -14.171]],
  "charge": -1,
  "e_tot_ev": -196403.9521,
  "homo_energy_ha": -0.1742
}


Record 3
{
  "formula": "C34H55N5O8P3Pt",
  "method": "ωB97M-V with the def2-TZVPD basis set",
  "species": ["Pt", "C", "C", "C", "C", "C", "C", "C", "C", "N", "C", "C", "C", "C", "N", "C", "C", "C", "C", "C", "C", "C", "C", "H", "H", "H", "H", "H", "H", "H", "H", "H", "H", "H", "H", "H", "H", "H", "H", "H", "H", "H", "H", "H", "H", "H", "H", "C", "C", "O", "P", "O", "O", "O", "P", "O", "O", "O", "H", "H", "H", "H", "H", "H", "H", "O", "P", "N", "C", "C", "C", "C", "N", "C", "C", "C", "C", "N", "C", "C", "C", "C", "H", "H", "H", "H", "H", "H", "H", "H", "H", "H", "H", "H", "H", "H", "H", "H", "H", "H", "H", "H", "H", "H", "H", "H"],
  "xyz": [[0.115, -0.333, -0.039], [2.794, 0.995, -2.340], [3.101, 1.736, -1.063], [3.802, 2.940, -1.083], [4.126, 3.593, 0.096], [3.750, 3.045, 1.316], [3.045, 1.847, 1.371], [2.671, 1.219, 2.690], [2.728, 1.205, 0.172], [2.055, -0.053, 0.216], [2.746, -1.182, 0.435], [4.234, -1.200, 0.634], [1.987, -2.357, 0.468], [2.609, -3.678, 0.810], [0.675, -2.215, 0.218], [-0.194, -3.347, 0.239], [-0.103, -4.267, -0.811], [0.827, -4.023, -1.973], [-0.925, -5.390, -0.784], [-1.839, -5.575, 0.244], [-1.921, -4.646, 1.273], [-1.094, -3.529, 1.298], [-1.154, -2.568, 2.457], [2.860, 1.660, -3.203], [1.803, 0.541, -2.314], [3.507, 0.179, -2.494], [4.109, 3.357, -2.038], [4.686, 4.521, 0.066], [4.025, 3.544, 2.241], [2.712, 1.951, 3.500], [3.360, 0.408, 2.947], [1.671, 0.785, 2.645], [4.668, -0.213, 0.500], [4.707, -1.883, -0.075], [4.489, -1.553, 1.637], [3.143, -3.608, 1.760], [3.339, -3.977, 0.053], [1.862, -4.463, 0.894], [0.840, -2.966, -2.242], [0.507, -4.596, -2.844], [1.852, -4.321, -1.736], [-0.861, -6.114, -1.591], [-2.483, -6.447, 0.246], [-2.631, -4.794, 2.079], [-2.035, -2.763, 3.070], [-1.190, -1.537, 2.117], [-0.268, -2.672, 3.091], [-3.286, -0.925, -4.144], [-2.492, -0.399, -2.959], [-1.096, -0.442, -3.248], [-3.012, 1.290, -2.433], [-3.107, 2.224, -3.733], [-4.352, 1.209, -1.790], [-1.817, 1.677, -1.589], [-2.768, -1.387, -1.436], [-2.507, -2.857, -1.918], [-4.295, -1.344, -1.074], [-1.928, -0.914, -0.272], [-3.047, -0.328, -5.024], [-4.356, -0.848, -3.951], [-3.035, -1.966, -4.344], [-0.667, 0.178, -2.638], [-2.232, 2.454, -4.081], [-4.604, -0.401, -1.125], [-2.554, -3.558, -1.238], [-0.106, 1.846, 0.198], [-0.984, 3.008, -0.156], [-0.455, 4.076, 1.188], [0.171, 3.524, 2.388], [-0.189, 4.481, 3.538], [-1.308, 5.362, 2.958], [-0.943, 5.423, 1.478], [-0.622, 3.965, -1.430], [-0.914, 5.383, -1.664], [-0.792, 5.504, -3.184], [0.215, 4.405, -3.603], [0.456, 3.548, -2.348], [-2.504, 3.060, 0.465], [-2.947, 1.883, 1.274], [-4.474, 2.031, 1.324], [-4.748, 3.498, 0.972], [-3.662, 3.816, -0.048], [1.247, 3.451, 2.205], [-0.177, 2.501, 2.532], [0.672, 5.093, 3.810], [-0.503, 3.936, 4.425], [-1.350, 6.351, 3.408], [-2.284, 4.884, 3.072], [-0.115, 6.125, 1.326], [-1.752, 5.713, 0.822], [-0.184, 6.036, -1.169], [-1.911, 5.654, -1.319], [-0.466, 6.501, -3.473], [-1.766, 5.330, -3.640], [1.153, 4.834, -3.952], [-0.179, 3.802, -4.421], [1.435, 3.758, -1.912], [0.402, 2.476, -2.536], [-2.492, 1.923, 2.268], [-2.644, 0.952, 0.798], [-4.867, 1.753, 2.299], [-4.923, 1.388, 0.569], [-4.645, 4.138, 1.852], [-5.741, 3.648, 0.551], [-3.449, 4.883, -0.125], [-3.950, 3.453, -1.036]],
  "charge": 1,
  "multiplicity": 3,
  "e_tot_ev": -91097.0339,
  "homo_energy_ha": [-0.3258, -0.4026]
}